(1)
132
Properties=species:S:1:pos:R:3 method="wB97M-V/def2-TZVPD" de_lowest_ev=2.658 homo_energy_ev=-8.29 fmax_ev_per_a=2.81
N -1.752 -0.971 2.182
C -1.945 -1.417 0.837
C -0.988 -2.331 0.200
C 0.300 -2.925 0.852
C 1.069 -1.961 1.830
C 1.254 -0.485 1.306
C 1.624 -0.347 -0.201
O 1.265 0.667 -0.773
O 2.363 -1.275 -0.900
C -1.275 -2.737 -1.181
C -2.450 -2.317 -1.941
C -3.407 -1.439 -1.295
C -3.139 -0.974 0.089
C -4.185 0.011 0.709
O -3.774 0.903 1.416
C -5.666 -0.228 0.315
C -6.897 0.017 1.265
C -6.552 0.853 2.543
O -6.230 1.990 2.438
Br -6.579 0.111 4.377
C -5.898 -0.660 -0.959
C -7.328 -0.962 -1.525
C -7.528 -2.533 -1.570
O -7.282 -3.099 -2.608
C -8.061 -3.339 -0.348
C -7.329 -3.423 0.923
C -7.815 -4.136 2.098
C -9.089 -4.840 1.999
C -9.847 -4.795 0.752
C -9.351 -4.045 -0.390
C -4.723 -0.941 -1.969
O -4.851 -0.755 -3.150
H -2.642 -0.766 2.643
H -1.357 -1.752 2.714
H -0.011 -3.883 1.363
H 1.029 -3.212 0.046
H 2.104 -2.389 1.943
H 0.634 -1.986 2.869
H 2.128 -0.057 1.882
H 0.394 0.196 1.527
H 2.109 -1.166 -1.857
H -0.561 -3.414 -1.716
H -2.616 -2.690 -2.978
H -7.397 -0.926 1.596
H -7.639 0.627 0.681
H -7.418 -0.608 -2.590
H -8.147 -0.454 -0.960
H -6.354 -2.882 1.014
H -7.193 -4.114 3.022
H -9.506 -5.400 2.867
H -10.818 -5.333 0.655
H -9.931 -4.020 -1.337
C 5.053 0.571 1.102
S 5.954 -0.919 1.551
O 4.939 -1.943 1.952
C 6.682 -0.260 3.059
H 4.488 0.369 0.192
H 4.364 0.845 1.904
H 5.755 1.383 0.916
H 5.894 0.068 3.739
H 7.338 0.575 2.809
H 7.267 -1.050 3.532
C 3.047 3.698 -1.365
S 4.694 3.563 -2.083
O 5.516 2.734 -1.156
C 5.160 5.285 -1.822
H 2.579 2.712 -1.390
H 3.119 4.040 -0.332
H 2.449 4.395 -1.953
H 5.100 5.530 -0.761
H 4.495 5.933 -2.396
H 6.184 5.421 -2.169
C -6.059 7.130 1.686
S -6.405 6.384 0.083
O -7.355 7.286 -0.633
C -7.358 4.996 0.723
H -5.496 8.048 1.522
H -6.994 7.364 2.197
H -5.463 6.442 2.287
H -8.212 5.364 1.295
H -6.720 4.377 1.356
H -7.714 4.405 -0.120
C 9.364 3.154 0.192
S 10.279 1.666 0.638
O 9.282 0.637 1.042
C 11.006 2.335 2.147
H 8.797 2.948 -0.716
H 8.677 3.423 0.995
H 10.064 3.970 0.004
H 10.216 2.656 2.828
H 11.653 3.176 1.897
H 11.597 1.551 2.619
C 3.288 -6.284 4.589
S 3.041 -4.559 4.123
O 2.278 -4.543 2.841
C 4.752 -4.207 3.711
H 2.320 -6.714 4.846
H 3.720 -6.837 3.752
H 3.949 -6.336 5.455
H 5.093 -4.881 2.924
H 5.378 -4.319 4.599
H 4.793 -3.174 3.350
C -8.151 8.825 -3.017
S -7.235 9.490 -4.416
O -7.365 10.975 -4.370
C -8.365 8.890 -5.687
H -7.641 9.114 -2.102
H -9.165 9.229 -3.010
H -8.180 7.738 -3.083
H -9.365 9.290 -5.513
H -8.388 7.800 -5.668
H -8.003 9.228 -6.657
C 9.105 -4.526 0.157
S 8.127 -4.680 1.662
O 8.879 -4.001 2.754
C 8.371 -6.456 1.865
H 9.122 -3.476 -0.134
H 10.125 -4.870 0.338
H 8.644 -5.114 -0.638
H 9.436 -6.679 1.940
H 7.935 -6.982 1.015
H 7.869 -6.769 2.780
C 2.419 -3.339 -5.242
S 3.572 -2.061 -4.710
O 2.772 -0.975 -4.069
C 4.012 -1.502 -6.366
H 1.988 -3.803 -4.355
H 1.623 -2.897 -5.843
H 2.953 -4.094 -5.821
H 3.118 -1.173 -6.897
H 4.495 -2.316 -6.908
H 4.707 -0.668 -6.273

(2)
120
Properties=species:S:1:pos:R:3 method="wB97M-V/def2-TZVPD" smiles=CCCC#N.CCCC#N.CCCC#N.CCCC#N.CCCC#N.CCCC#N.CCCC#N.CCCC#N.CCCC#N.CCCC#N de_lowest_ev=1.457 homo_energy_ev=-11.03 fmax_ev_per_a=3.82
C -0.903 -4.961 -1.076
C -1.339 -3.538 -1.389
C -0.564 -2.944 -2.521
C 0.840 -2.795 -2.055
N 1.926 -2.614 -1.713
H 0.120 -5.035 -0.708
H -0.969 -5.566 -1.981
H -1.477 -5.420 -0.270
H -1.255 -2.867 -0.533
H -2.396 -3.543 -1.653
H -0.989 -1.979 -2.798
H -0.560 -3.514 -3.450
C 2.896 1.981 3.912
C 1.760 2.512 4.760
C 1.282 3.883 4.168
C 0.395 3.768 2.957
N -0.274 3.794 2.028
H 2.476 1.505 3.026
H 3.436 1.217 4.471
H 3.636 2.741 3.662
H 2.217 2.674 5.736
H 0.961 1.793 4.941
H 2.036 4.622 3.899
H 0.639 4.372 4.899
C -7.830 -1.509 0.282
C -7.396 -2.470 -0.810
C -6.524 -1.861 -1.891
C -5.193 -1.445 -1.436
N -4.162 -1.121 -1.121
H -8.387 -0.715 -0.215
H -6.973 -1.054 0.780
H -8.387 -1.985 1.088
H -8.254 -2.872 -1.349
H -6.805 -3.310 -0.445
H -7.001 -1.031 -2.411
H -6.239 -2.599 -2.641
C -1.622 4.943 -1.809
C -0.209 4.916 -2.372
C -0.215 4.873 -3.913
C -0.860 3.656 -4.447
N -1.397 2.699 -4.862
H -2.146 4.056 -2.166
H -2.165 5.817 -2.169
H -1.645 4.905 -0.720
H 0.315 4.013 -2.061
H 0.383 5.777 -2.063
H 0.800 4.818 -4.308
H -0.647 5.795 -4.301
C -0.515 1.314 -1.436
C -0.715 0.143 -0.486
C 0.029 0.110 0.826
C 1.450 0.107 0.646
N 2.613 0.067 0.518
H -1.038 2.164 -0.997
H -0.910 1.044 -2.415
H 0.546 1.481 -1.621
H -0.491 -0.783 -1.015
H -1.791 0.068 -0.328
H -0.208 -0.796 1.384
H -0.333 0.910 1.471
C 6.580 -2.741 -2.279
C 5.358 -1.939 -2.779
C 4.716 -1.057 -1.703
C 5.495 0.098 -1.192
N 6.126 1.012 -0.787
H 7.034 -3.385 -3.031
H 6.284 -3.432 -1.490
H 7.396 -2.167 -1.841
H 4.660 -2.679 -3.172
H 5.534 -1.276 -3.627
H 4.487 -1.613 -0.793
H 3.785 -0.655 -2.105
C 3.327 -4.543 3.650
C 3.787 -4.081 2.279
C 3.068 -2.904 1.696
C 1.581 -3.184 1.651
N 0.443 -3.393 1.561
H 2.343 -5.012 3.666
H 3.194 -3.706 4.336
H 4.068 -5.152 4.166
H 3.686 -4.939 1.615
H 4.849 -3.840 2.229
H 3.420 -2.690 0.687
H 3.317 -2.040 2.312
C -4.999 2.210 -2.410
C -4.646 2.502 -3.843
C -4.226 1.234 -4.608
C -5.237 0.254 -4.838
N -6.079 -0.539 -4.998
H -4.165 1.799 -1.840
H -5.807 1.480 -2.469
H -5.398 3.119 -1.960
H -3.835 3.230 -3.818
H -5.503 2.946 -4.351
H -3.349 0.916 -4.045
H -3.905 1.435 -5.630
C -5.221 1.630 1.832
C -3.717 1.418 1.909
C -3.070 1.774 3.280
C -3.592 1.019 4.425
N -4.021 0.402 5.308
H -5.491 2.664 2.044
H -5.794 1.019 2.529
H -5.602 1.304 0.864
H -3.311 2.087 1.150
H -3.383 0.413 1.651
H -3.198 2.843 3.448
H -2.001 1.570 3.212
C 6.616 -1.467 1.494
C 5.942 -0.324 2.310
C 6.931 0.816 2.740
C 8.018 0.374 3.680
N 8.865 0.070 4.427
H 7.243 -2.107 2.116
H 7.253 -1.176 0.659
H 5.879 -2.187 1.141
H 5.418 -0.640 3.213
H 5.176 0.204 1.741
H 6.279 1.551 3.212
H 7.424 1.263 1.877

(3)
120
Properties=species:S:1:pos:R:3 method="wB97M-V/def2-TZVPD" de_lowest_ev=51.599 homo_energy_ev=-7.92 fmax_ev_per_a=14.91
C 3.169 0.746 -2.283
C 1.790 1.051 -1.966
C 1.339 2.452 -1.971
C 1.796 3.467 -0.936
N 2.105 4.217 -0.116
H 3.796 1.331 -1.610
H 3.545 1.026 -3.267
H 3.383 -0.321 -2.235
H 1.525 0.611 -1.005
H 1.201 0.487 -2.689
H 0.265 2.453 -1.788
H 1.552 2.830 -2.971
C -5.371 2.908 0.038
C -4.054 2.095 -0.131
C -2.952 2.829 -0.944
C -3.332 3.221 -2.309
N -3.648 3.605 -3.391
H -5.151 3.707 0.745
H -6.285 2.360 0.269
H -5.545 3.525 -0.843
H -4.355 1.222 -0.709
H -3.701 1.903 0.883
H -2.165 2.089 -1.090
H -2.533 3.796 -0.666
C -0.283 4.451 -2.393
C -1.019 5.173 -1.282
C -0.594 4.561 0.080
C -1.152 3.254 0.434
N -1.647 2.246 0.786
H 0.790 4.426 -2.204
H -0.492 4.979 -3.324
H -0.527 3.403 -2.564
H -2.103 5.113 -1.374
H -0.603 6.172 -1.415
H -0.894 5.262 0.858
H 0.477 4.614 0.272
C -1.186 0.991 -0.346
C -1.148 -0.494 -0.379
C 0.322 -0.865 -0.037
C 0.524 -2.359 0.038
N 0.724 -3.512 0.142
H -2.226 1.316 -0.312
H -0.723 1.473 -1.207
H -0.760 1.502 0.518
H -1.297 -0.861 -1.394
H -1.788 -0.854 0.426
H 0.812 -0.341 0.783
H 0.938 -0.493 -0.855
C 1.014 -2.250 -5.106
C 0.251 -2.428 -3.738
C 0.508 -1.278 -2.759
C 1.923 -1.218 -2.497
N 3.062 -1.249 -2.262
H 0.922 -3.125 -5.750
H 2.097 -2.313 -5.007
H 0.989 -1.310 -5.657
H 0.353 -3.419 -3.295
H -0.796 -2.460 -4.038
H -0.130 -1.368 -1.880
H 0.405 -0.391 -3.383
C 3.715 -0.164 0.459
C 2.569 -1.000 -0.030
C 2.852 -2.523 0.091
C 4.255 -2.965 -0.315
N 5.360 -3.285 -0.558
H 4.604 -0.350 -0.144
H 3.955 -0.201 1.521
H 3.399 0.876 0.377
H 2.260 -0.789 -1.054
H 1.651 -0.845 0.538
H 2.190 -3.070 -0.579
H 2.661 -2.730 1.144
C 2.879 1.432 2.975
C 1.607 2.413 2.963
C 1.187 2.939 1.540
C 1.160 1.719 0.594
N 1.183 0.903 -0.166
H 3.007 1.059 3.991
H 3.687 2.113 2.707
H 2.951 0.676 2.194
H 1.800 3.249 3.636
H 0.765 1.776 3.235
H 1.774 3.735 1.083
H 0.151 3.259 1.648
C 0.700 -5.395 1.463
C -0.746 -4.808 1.180
C -1.504 -3.949 2.275
C -1.468 -4.439 3.630
N -1.431 -4.866 4.690
H 1.203 -4.714 2.150
H 1.407 -5.515 0.642
H 0.491 -6.333 1.978
H -1.294 -5.683 0.829
H -0.742 -4.127 0.328
H -2.541 -3.726 2.023
H -0.969 -3.003 2.196
C -3.926 -0.188 1.190
C -4.904 -0.784 0.188
C -4.317 -1.238 -1.196
C -3.409 -0.278 -1.780
N -2.687 0.516 -2.196
H -4.387 0.282 2.058
H -3.257 0.519 0.698
H -3.243 -0.984 1.487
H -5.590 -0.003 -0.140
H -5.598 -1.528 0.578
H -5.155 -1.414 -1.870
H -3.694 -2.123 -1.069
C 1.557 -0.498 2.911
C 1.796 -2.021 2.958
C 2.133 -2.615 4.336
C 2.252 -4.096 4.290
N 2.346 -5.243 4.293
H 0.719 -0.204 3.544
H 1.220 -0.294 1.895
H 2.499 0.001 3.138
H 2.450 -2.403 2.174
H 0.981 -2.598 2.520
H 1.368 -2.228 5.009
H 3.001 -2.210 4.857